1.
DFT (ωB97M-V/def2-TZVPD) results for a structure of composition C31H64BClF2MnN6OSbSi3.

Structure (XYZ):
```
111
Properties=species:S:1:pos:R:3:mulliken_charge:R:1
Mn 1.61 1.40 1.35 2.18
C 4.40 1.25 2.91 -0.91
C 3.68 -0.09 3.03 0.04
N 2.23 0.05 3.17 -0.03
C 1.76 0.55 4.47 -0.77
C 1.80 2.08 4.58 -0.94
N 1.39 2.75 3.34 -0.22
C 2.18 3.94 3.01 -1.00
C 3.60 3.57 2.52 -0.72
N 3.71 2.19 2.01 -0.51
H 4.50 1.70 3.89 0.32
H 5.42 1.06 2.57 0.57
H 3.84 -0.67 2.11 -0.68
H 4.12 -0.66 3.85 0.46
H 1.81 -0.86 3.01 0.00
H 0.73 0.20 4.59 0.30
H 2.33 0.12 5.30 0.43
H 1.19 2.38 5.43 0.50
H 2.81 2.41 4.82 0.36
H 0.41 2.99 3.36 0.33
H 1.64 4.45 2.21 0.36
H 2.26 4.63 3.85 0.44
H 3.87 4.26 1.73 0.37
H 4.32 3.72 3.32 0.50
H 4.18 2.23 1.11 0.23
C -6.08 2.80 -0.39 -1.84
C -4.72 2.10 -0.14 1.74
C -4.02 2.91 0.97 -1.46
C -3.89 2.20 -1.43 -1.78
C -4.98 0.61 0.27 2.06
O -5.54 0.53 1.57 -0.72
C -5.96 -0.07 -0.73 -1.30
C -5.93 -1.60 -0.83 -1.66
C -4.75 -2.20 -1.55 0.00
C -4.02 -3.23 -0.97 -0.13
C -2.90 -3.77 -1.60 -0.88
C -2.51 -3.26 -2.83 0.66
Cl -1.10 -3.90 -3.61 -0.18
C -3.23 -2.25 -3.44 -1.07
C -4.35 -1.73 -2.80 0.17
C -3.72 -0.26 0.34 -3.20
N -2.61 0.23 1.15 2.05
C -1.41 0.61 0.72 -1.09
N -0.64 0.94 1.75 0.93
C -1.46 0.70 2.81 -1.01
N -2.65 0.28 2.49 -1.07
H -5.90 3.83 -0.67 0.51
H -6.69 2.83 0.52 0.44
H -6.66 2.34 -1.18 0.34
H -4.21 3.97 0.81 0.51
H -2.94 2.78 0.96 0.06
H -4.39 2.64 1.95 0.36
H -3.79 3.25 -1.72 0.58
H -4.34 1.67 -2.27 0.25
H -2.88 1.82 -1.29 0.19
H -6.35 1.05 1.60 0.67
H -5.84 0.35 -1.73 0.61
H -6.96 0.20 -0.40 0.51
H -6.84 -1.90 -1.36 0.43
H -6.02 -2.04 0.16 0.44
H -4.31 -3.62 -0.01 0.43
H -2.33 -4.57 -1.14 0.54
H -2.93 -1.88 -4.41 0.48
H -4.91 -0.94 -3.29 0.43
H -3.31 -0.42 -0.66 0.52
H -3.99 -1.23 0.75 0.80
H -1.12 0.65 -0.32 -0.19
H -1.18 0.87 3.84 0.55
F 0.59 3.61 -1.15 -0.17
B 1.45 3.04 -0.28 0.08
F 2.73 3.48 -0.55 -0.23
C 2.39 1.43 -3.54 -0.99
Si 1.43 -0.07 -2.99 0.67
C 1.75 -1.48 -4.17 -1.00
C -0.40 0.33 -2.92 -0.32
Sb 2.20 -0.62 -0.59 -1.60
Si 1.21 -2.92 -0.06 0.63
C 2.27 -3.71 1.28 -0.99
C 1.06 -4.07 -1.52 -0.09
C -0.52 -2.59 0.62 0.37
Si 4.69 -1.03 -1.09 0.61
C 4.92 -1.84 -2.76 -1.11
C 5.49 0.67 -1.07 -0.98
C 5.51 -2.11 0.20 -1.13
H 2.00 1.77 -4.51 0.43
H 3.45 1.19 -3.69 0.25
H 2.32 2.27 -2.84 0.20
H 1.01 -1.44 -4.98 0.42
H 1.68 -2.47 -3.72 0.21
H 2.74 -1.39 -4.62 0.40
H -0.77 0.44 -3.95 0.65
H -0.57 1.28 -2.41 0.17
H -0.99 -0.46 -2.45 -0.30
H 3.18 -4.14 0.85 0.29
H 1.72 -4.52 1.76 0.44
H 2.58 -3.00 2.05 0.18
H 2.03 -4.31 -1.97 0.44
H 0.41 -3.66 -2.29 -1.12
H 0.61 -5.02 -1.18 0.44
H -0.53 -1.81 1.38 -0.08
H -0.92 -3.51 1.07 0.65
H -1.19 -2.29 -0.19 -0.80
H 4.75 -1.14 -3.58 0.28
H 4.25 -2.69 -2.90 0.30
H 5.95 -2.21 -2.84 0.45
H 4.97 1.39 -1.70 0.26
H 6.52 0.60 -1.41 0.50
H 5.51 1.08 -0.06 0.19
H 5.20 -3.15 0.12 0.30
H 5.33 -1.79 1.23 0.35
H 6.59 -2.07 0.04 0.45
```

Computed properties:
2S+1   6
HOMO-LUMO gap (alpha / beta)   7.38 / 8.48 eV
ΔE to the lowest compared entry with this formula, charge and spin   9.1 kJ/mol
Net charge   +1

---

2.
DFT (ωB97M-V/def2-TZVPD) results for a cluster of 3 separate species, C31H64BN4O5S in total.

Structure (XYZ):
```
106
Properties=species:S:1:pos:R:3:mulliken_charge:R:1
C -1.28 3.03 7.57 -0.58
C -2.53 3.18 6.47 -0.54
C -1.92 2.68 5.01 -0.33
C -2.98 2.81 3.77 -0.53
C -2.24 3.12 2.30 -0.69
C -1.02 2.08 2.00 0.42
C -0.12 2.46 0.67 -0.52
C 0.85 1.22 0.15 -0.85
N 1.31 0.38 1.34 0.55
C 2.51 0.96 2.11 -0.13
C 3.18 0.26 3.43 -0.20
O 4.37 0.92 4.05 -0.39
C 5.50 0.46 3.21 -0.54
C 6.77 1.54 3.24 0.11
C 6.22 2.92 2.53 -0.88
O 7.18 1.69 4.64 -0.52
C 2.51 -1.13 3.99 0.36
B 3.11 -1.86 5.34 0.18
O 3.81 -3.19 5.34 -0.56
C 2.93 -1.12 6.81 -0.30
C 1.41 -1.26 7.44 -0.63
C 1.20 -1.72 3.13 -0.26
S 0.44 -3.30 3.83 -0.19
C 0.62 -0.93 1.78 0.41
C -0.69 -1.54 0.97 -0.36
O -0.62 -2.98 0.71 0.10
N 0.48 -3.33 0.01 0.11
O 0.92 -4.33 0.61 -0.34
H -1.67 2.94 8.68 0.32
H -0.56 3.96 7.43 0.25
H -0.73 2.03 7.32 -0.05
H -2.87 4.30 6.48 0.31
H -3.41 2.49 6.83 0.29
H -1.60 1.55 5.17 0.09
H -0.95 3.31 4.77 0.24
H -3.59 1.78 3.73 0.25
H -3.72 3.68 4.02 0.33
H -1.94 4.26 2.19 0.31
H -3.09 2.93 1.49 0.31
H -1.50 1.03 1.79 -0.30
H -0.26 1.96 2.90 0.08
H 0.63 3.32 1.02 0.25
H -0.74 2.90 -0.22 0.35
H 0.41 0.60 -0.74 0.33
H 1.83 1.75 -0.27 0.31
H 3.00 1.98 1.73 0.38
H 5.22 0.32 2.07 0.34
H 5.83 -0.61 3.59 0.32
H 7.70 1.09 2.64 0.26
H 7.01 3.79 2.53 0.33
H 5.94 2.63 1.41 0.23
H 5.24 3.33 3.05 0.20
H 7.25 0.74 5.00 0.34
H 3.07 -3.87 5.52 0.34
H 3.66 -1.61 7.61 0.25
H 3.16 0.05 6.75 0.22
H 0.95 -2.33 7.23 0.21
H 0.67 -0.45 7.04 0.05
H 1.42 -1.15 8.63 0.32
H -0.79 -3.05 4.47 0.22
H -0.88 -1.02 -0.08 0.13
H -1.68 -1.30 1.60 0.29
C -3.50 -3.08 -6.15 -1.21
C -2.89 -3.75 -4.93 -0.50
N -2.39 -2.81 -3.92 0.69
C -1.58 -3.46 -2.88 -0.53
C -2.27 -4.47 -1.97 -1.23
C -3.35 -1.82 -3.42 -0.48
C -4.63 -2.34 -2.77 -1.37
H -2.80 -2.39 -6.63 0.15
H -3.78 -3.84 -6.89 0.44
H -4.41 -2.52 -5.90 0.30
H -2.05 -4.35 -5.29 0.41
H -3.62 -4.45 -4.51 0.30
H -1.10 -2.69 -2.26 0.12
H -0.74 -3.97 -3.38 0.45
H -2.89 -3.98 -1.22 0.20
H -1.51 -5.05 -1.42 0.41
H -2.88 -5.18 -2.53 0.34
H -3.63 -1.16 -4.26 0.26
H -2.84 -1.14 -2.72 0.30
H -5.07 -3.17 -3.33 0.24
H -5.37 -1.54 -2.74 0.44
H -4.46 -2.65 -1.74 0.28
C 0.08 1.96 -8.90 -1.44
C 0.38 0.97 -7.78 -0.19
N 0.31 1.55 -6.44 0.17
C 0.86 0.66 -5.40 -1.02
C 0.13 -0.66 -5.15 -0.42
C -0.94 2.22 -6.08 -0.79
C -2.22 1.40 -6.14 -0.61
H 0.74 2.83 -8.86 0.33
H 0.22 1.48 -9.88 0.43
H -0.96 2.32 -8.87 0.29
H 1.40 0.61 -7.96 0.43
H -0.28 0.11 -7.89 0.16
H 0.93 1.21 -4.45 0.31
H 1.90 0.43 -5.67 0.41
H -0.79 -0.51 -4.58 -0.11
H 0.77 -1.32 -4.55 0.46
H -0.10 -1.19 -6.07 0.26
H -1.06 3.09 -6.74 0.32
H -0.85 2.66 -5.08 0.32
H -2.28 0.77 -7.03 0.22
H -3.09 2.07 -6.17 0.46
H -2.34 0.77 -5.26 -0.01
```

Computed properties:
HOMO-LUMO gap   4.62 eV
Net charge   +1

---

3.
DFT (ωB97M-V/def2-TZVPD) results for a cluster of 4 separate species, C31H64N4O8PS in total.

Structure (XYZ):
```
109
Properties=species:S:1:pos:R:3:mulliken_charge:R:1
O -7.25 2.20 2.01 -0.11
N -7.13 3.23 1.46 0.07
O -6.39 3.13 0.21 -0.14
C -7.27 3.03 -0.91 -0.37
O -7.16 1.79 -1.51 -0.33
C -8.16 0.83 -1.17 -0.22
C -9.52 1.17 -1.76 -0.52
O -10.48 0.26 -1.24 -0.32
C -11.32 0.79 -0.28 0.16
O -12.05 -0.25 0.29 -0.51
P -12.59 1.97 -1.06 0.16
S -13.04 1.47 -2.89 -0.39
H -8.29 3.26 -0.57 0.36
H -6.97 3.78 -1.63 0.26
H -7.83 -0.11 -1.61 0.31
H -8.22 0.65 -0.09 0.21
H -9.81 2.20 -1.58 0.34
H -9.49 1.04 -2.84 0.25
H -10.78 1.32 0.52 0.28
H -12.14 -0.91 -0.40 0.36
H -12.08 3.27 -0.91 0.07
H -13.69 1.84 -0.20 0.10
C -1.71 -1.22 3.71 -1.84
C -1.72 -1.09 2.17 1.86
C -1.12 0.25 1.75 -1.13
C -2.04 1.44 2.05 -0.83
C -3.41 1.22 1.42 -1.01
C -4.07 -0.10 1.81 1.71
N -3.10 -1.24 1.62 0.46
O -3.07 -1.61 0.39 -0.62
C -4.58 -0.04 3.26 -1.82
C -5.29 -0.35 0.94 -1.48
C -0.85 -2.23 1.66 -1.96
H -0.68 -1.24 4.06 0.43
H -2.19 -0.40 4.23 0.32
H -2.19 -2.15 4.02 0.40
H -0.91 0.23 0.68 0.32
H -0.16 0.38 2.26 0.43
H -2.13 1.58 3.13 0.37
H -1.59 2.35 1.66 0.42
H -4.09 2.04 1.70 0.20
H -3.31 1.27 0.33 0.43
H -4.81 -1.04 3.63 0.37
H -5.49 0.55 3.30 0.39
H -3.88 0.44 3.95 0.34
H -5.06 -0.32 -0.12 0.40
H -6.03 0.43 1.13 0.00
H -5.74 -1.32 1.17 0.56
H -1.28 -3.20 1.90 0.53
H 0.13 -2.17 2.13 0.46
H -0.69 -2.18 0.59 0.24
C 2.52 -3.05 -2.70 -1.90
C 2.88 -2.67 -1.25 2.11
C 4.36 -2.29 -1.16 -1.21
C 5.29 -3.50 -1.27 -0.77
C 4.92 -4.56 -0.23 -1.29
C 3.45 -4.98 -0.29 1.73
N 2.56 -3.77 -0.30 0.59
O 2.39 -3.31 0.89 -0.61
C 3.20 -5.87 -1.51 -1.73
C 3.11 -5.83 0.93 -1.98
C 2.02 -1.45 -0.93 -2.10
H 2.65 -2.18 -3.34 0.43
H 3.15 -3.83 -3.12 0.36
H 1.48 -3.37 -2.77 0.39
H 4.54 -1.80 -0.20 0.36
H 4.59 -1.56 -1.93 0.43
H 5.25 -3.91 -2.28 0.36
H 6.32 -3.18 -1.11 0.37
H 5.54 -5.45 -0.37 0.40
H 5.14 -4.17 0.77 0.40
H 2.13 -5.97 -1.71 0.36
H 3.59 -6.87 -1.33 0.49
H 3.68 -5.52 -2.42 0.29
H 3.35 -5.32 1.86 0.37
H 3.70 -6.74 0.90 0.44
H 2.06 -6.10 0.94 0.45
H 0.96 -1.71 -0.94 0.42
H 2.19 -0.68 -1.69 0.47
H 2.26 -1.02 0.04 0.38
C 5.81 2.36 1.27 -1.78
C 5.48 2.48 -0.23 1.76
C 6.02 1.27 -0.99 -0.80
C 7.54 1.27 -1.13 -0.79
C 8.02 2.57 -1.76 -1.32
C 7.52 3.82 -1.04 1.70
N 6.05 3.74 -0.81 0.48
O 5.39 4.09 -1.87 -0.60
C 8.29 4.01 0.29 -1.78
C 7.83 5.06 -1.88 -1.85
C 3.96 2.52 -0.32 -1.81
H 5.27 1.50 1.68 0.43
H 6.86 2.19 1.48 0.31
H 5.48 3.24 1.81 0.40
H 5.57 1.25 -1.99 0.51
H 5.69 0.36 -0.48 0.00
H 8.01 1.12 -0.15 0.34
H 7.85 0.42 -1.74 0.42
H 9.11 2.59 -1.79 0.40
H 7.68 2.60 -2.80 0.40
H 7.78 4.73 0.93 0.37
H 9.29 4.38 0.08 0.49
H 8.42 3.08 0.85 0.29
H 7.41 4.99 -2.88 0.37
H 8.91 5.16 -1.97 0.43
H 7.44 5.96 -1.41 0.45
H 3.57 3.41 0.17 0.49
H 3.56 1.64 0.19 0.36
H 3.61 2.51 -1.34 0.37
```

Computed properties:
2S+1   4
HOMO-LUMO gap (alpha / beta)   7.26 / 8.05 eV
Net charge   0

---

4.
DFT (ωB97M-V/def2-TZVPD) results for a cluster of 5 separate species, C31H65BF6NO7P in total.

Structure (XYZ):
```
112
Properties=species:S:1:pos:R:3:mulliken_charge:R:1
C -0.50 -3.14 2.95 -1.11
C 0.81 -3.03 2.16 -0.32
O 1.69 -2.04 2.68 -0.34
C 1.21 -0.72 2.54 -0.56
C 2.15 0.08 1.62 -0.52
P 1.33 1.15 0.38 0.55
F 0.42 -0.26 -0.11 -0.71
C -0.23 2.06 0.65 -1.27
C -0.85 1.86 2.05 -1.24
C -2.11 0.98 1.99 -0.76
C -3.32 1.73 1.41 -0.73
N -4.10 0.96 0.46 0.30
C -4.81 1.52 -0.56 -0.62
C -5.44 0.51 -1.28 -0.57
C -5.10 -0.70 -0.64 -0.71
C -4.28 -0.40 0.44 -0.58
B 2.06 1.11 -1.42 0.87
O 3.27 0.54 -1.69 -0.60
O 1.29 1.60 -2.42 -0.07
C 1.65 1.32 -3.77 -0.88
C 2.46 2.71 0.83 0.21
F 2.29 3.66 -0.16 -0.28
F 3.77 2.30 0.75 -0.19
C 2.30 3.46 2.17 0.85
F 1.99 2.59 3.16 -0.25
F 1.29 4.36 2.10 -0.25
F 3.41 4.11 2.54 -0.28
H -0.67 -4.16 3.29 0.31
H -0.48 -2.48 3.82 0.33
H -1.37 -2.85 2.34 0.29
H 1.37 -3.96 2.21 0.54
H 0.62 -2.82 1.10 0.28
H 0.19 -0.73 2.15 0.00
H 1.18 -0.25 3.53 0.28
H 2.71 -0.66 1.03 0.23
H 2.88 0.62 2.22 0.52
H -0.08 3.11 0.40 0.97
H -0.90 1.66 -0.11 0.73
H -0.15 1.41 2.74 0.43
H -1.10 2.83 2.49 0.41
H -2.34 0.64 3.01 0.49
H -1.89 0.09 1.40 0.35
H -2.98 2.61 0.87 0.38
H -3.96 2.08 2.22 0.25
H -4.84 2.59 -0.74 0.55
H -6.06 0.64 -2.16 0.63
H -5.41 -1.69 -0.93 0.47
H -3.82 -1.05 1.17 0.49
H 3.75 0.23 -0.91 0.15
H 2.65 1.69 -3.99 0.31
H 0.93 1.83 -4.41 0.20
H 1.60 0.25 -3.96 0.35
C 3.22 -3.72 5.16 -0.89
C 2.97 -4.54 6.41 -0.53
O 2.71 -5.91 6.16 -0.43
C 3.76 -6.62 5.51 -0.25
C 5.06 -6.66 6.29 -1.09
H 2.41 -3.86 4.44 0.23
H 3.27 -2.66 5.41 0.41
H 4.15 -3.99 4.67 0.29
H 2.07 -4.18 6.92 0.34
H 3.80 -4.43 7.11 0.32
H 3.93 -6.22 4.50 0.25
H 3.37 -7.63 5.39 0.36
H 5.52 -5.67 6.36 0.28
H 5.77 -7.32 5.79 0.39
H 4.89 -7.02 7.30 0.28
C -8.03 -1.48 -6.41 -1.06
C -7.16 -0.37 -5.87 -0.37
O -6.67 -0.60 -4.56 -0.32
C -5.85 -1.75 -4.40 0.09
C -4.58 -1.71 -5.23 -1.15
H -8.84 -1.71 -5.71 0.30
H -8.47 -1.17 -7.36 0.39
H -7.47 -2.40 -6.59 0.27
H -7.74 0.55 -5.78 0.33
H -6.33 -0.16 -6.56 0.31
H -6.42 -2.66 -4.61 0.33
H -5.59 -1.76 -3.35 -0.05
H -4.78 -1.78 -6.30 0.30
H -3.94 -2.55 -4.96 0.40
H -4.03 -0.79 -5.05 0.27
C -3.65 7.29 -3.55 -1.08
C -3.85 6.46 -2.30 -0.30
O -4.22 5.11 -2.55 -0.41
C -3.28 4.35 -3.29 -0.61
C -1.93 4.21 -2.60 -0.59
H -4.53 7.23 -4.20 0.28
H -3.50 8.34 -3.28 0.40
H -2.78 6.97 -4.12 0.27
H -4.68 6.86 -1.71 0.36
H -2.96 6.50 -1.67 0.28
H -3.16 4.76 -4.30 0.39
H -3.74 3.37 -3.39 0.34
H -1.39 5.16 -2.55 0.32
H -1.31 3.50 -3.14 0.27
H -2.06 3.84 -1.59 0.10
C 6.61 0.93 -0.30 -0.97
C 6.26 0.04 0.87 -0.21
O 5.63 -1.18 0.50 -0.25
C 6.40 -2.04 -0.33 -0.33
C 7.69 -2.52 0.31 -1.16
H 5.73 1.08 -0.93 0.08
H 6.93 1.91 0.05 0.41
H 7.40 0.52 -0.93 0.39
H 5.53 0.54 1.51 0.11
H 7.15 -0.15 1.49 0.41
H 6.60 -1.57 -1.30 0.29
H 5.74 -2.89 -0.52 0.34
H 8.41 -1.71 0.44 0.28
H 8.16 -3.27 -0.32 0.42
H 7.49 -2.96 1.29 0.28
```

Computed properties:
HOMO-LUMO gap   8.52 eV
SMILES   CCOCCP(F)(CCCCn1cccc1)(B(O)OC)C(F)(F)C(F)(F)F.CCOCC.CCOCC.CCOCC.CCOCC
Net charge   0

---

Number 1: F_max 1.51 eV/Å. Number 2: F_max 5.86 eV/Å. Number 3: F_max 1.71 eV/Å. Number 4: F_max 0.98 eV/Å.